A structure of composition CBr3NO in a non-equilibrium geometry. Source: the Open Molecules 2025 dataset; level of theory: wB97M-V/def2-TZVPD.

Geometry as XYZ:
```
6
Properties=species:S:1:pos:R:3:forces:R:3
C 0.531346 0.243157 -1.195316 1.66 0.58 2.41
N 0.087597 -0.107459 1.285659 -2.67 -1.81 0.00
O -0.851664 -0.726405 1.601145 3.34 2.31 -1.88
Br -1.098399 -0.141621 -1.884048 -0.93 -0.33 -0.63
Br 2.004510 -1.013313 -1.506928 -0.99 0.83 0.05
Br 1.096286 2.154074 -1.299241 -0.42 -1.57 0.05
```
Forces are in eV/Å.

The LUMO energy (alpha / beta) is -1.457 / -1.448 eV. Its HOMO energy (alpha / beta) is -0.291 / -0.291 hartree. The total energy comes out at -7889.9690 Ha. As for the net charge: 0. Its relative energy (zero: lowest compared OMol25 entry of this formula, charge and spin) is 30.2 kcal per mole. Its multiplicity is 1. Its orbital gap (alpha / beta) is 6.47 / 6.47 eV.

A cluster of 2 separate species, C6H13NO in total in a non-equilibrium geometry. Source: the Open Molecules 2025 dataset; level of theory: wB97M-V/def2-TZVPD.

Geometry as XYZ:
```
21
Properties=species:S:1:pos:R:3:forces:R:3
C 1.152481 -2.004654 -2.501878 -0.44 1.39 6.99
C 0.589920 -1.262938 -1.459768 1.55 -1.89 -3.61
C -0.321837 -0.083267 -1.714167 -1.06 -0.59 -2.72
N -1.055019 0.314153 -0.554907 0.16 -0.77 2.55
C -0.604987 1.504851 0.133726 -1.56 -3.78 -0.55
C -0.536872 1.535979 1.448562 0.68 -0.34 0.32
C -0.517922 2.896678 2.026371 -1.99 0.43 3.49
H 0.908761 -1.960565 -3.449562 -1.22 0.96 -4.75
H 1.864333 -2.762510 -2.276194 0.29 -0.64 0.43
H 0.791091 -1.680794 -0.475763 0.09 0.77 0.19
H 0.171813 0.791814 -2.242292 -0.12 -0.88 1.15
H -1.090152 -0.374478 -2.566450 1.30 0.16 1.52
H -1.162183 -0.529588 0.136627 0.26 2.27 -1.74
H -0.652723 2.310714 -0.540724 0.34 1.32 -0.36
H -0.531003 0.592025 2.049287 -0.12 1.05 -0.55
H -0.661143 2.937855 3.207190 0.74 -0.19 -2.41
H 0.294719 3.505013 1.716873 0.92 0.46 -0.03
H -1.440385 3.378460 1.682228 0.20 0.27 0.08
O 1.053591 -3.266823 1.431094 1.30 0.74 1.98
H 1.523028 -2.953858 2.259229 0.08 -0.83 -1.51
H 0.224499 -2.888061 1.690520 -1.39 0.08 -0.44
```
Forces are in eV/Å.

As for the SMILES: C=CCN/C=C/C.O. The LUMO energy is 0.527 eV. Its HOMO energy is -0.294 hartree. The total energy comes out at -366.2891 Ha. As for the net charge: 0. Its relative energy (zero: lowest compared OMol25 entry of this formula, charge and spin) is 90.8 kcal per mole. Its multiplicity is 1. Its orbital gap is 8.52 eV.

A structure of composition C18H18N6O5Zn. Source: the Open Molecules 2025 dataset; level of theory: wB97M-V/def2-TZVPD.

Geometry as XYZ:
```
48
Properties=species:S:1:pos:R:3:forces:R:3
Zn -0.153343 0.555645 1.581873 0.19 -0.16 -0.03
O -1.542107 4.388761 1.243741 -0.01 0.02 0.02
C -0.956176 3.328219 1.277515 -0.04 -0.06 0.02
N -1.327677 2.144471 1.840412 -0.15 0.21 0.04
C -2.483950 1.972361 2.540923 0.07 0.00 -0.04
O -3.329739 2.782799 2.850331 -0.03 0.01 -0.02
C -2.676567 0.515390 2.974515 0.09 -0.02 -0.02
C -3.846431 0.149356 3.617565 -0.03 0.00 0.04
C -4.010795 -1.170554 3.999772 0.01 -0.01 0.00
C -2.998311 -2.082083 3.736318 -0.04 0.02 0.03
C -1.858664 -1.635590 3.093511 0.08 -0.01 0.00
N -1.704248 -0.367856 2.717654 -0.24 0.12 0.03
C 0.406694 3.229598 0.587300 0.03 -0.10 0.01
C 0.973059 4.365784 0.033100 0.00 0.06 -0.02
C 2.212109 4.262706 -0.573700 0.03 -0.02 -0.01
C 2.846702 3.028324 -0.612782 0.00 0.00 0.00
C 2.210469 1.941304 -0.040888 -0.03 -0.03 0.02
N 1.017694 2.041381 0.543150 0.00 0.23 -0.02
H -4.590649 0.910433 3.802015 0.00 0.00 -0.01
H -4.916274 -1.486903 4.501439 0.01 0.00 0.00
H -3.084239 -3.119752 4.025786 0.00 0.00 0.00
H -1.034371 -2.303849 2.872879 0.00 0.03 -0.03
H 0.428220 5.297112 0.098288 0.01 -0.02 0.01
H 2.684529 5.134826 -1.007597 -0.01 -0.01 0.00
H 3.819517 2.906894 -1.069331 -0.02 0.01 0.01
H 2.661282 0.954590 -0.037071 -0.01 0.02 0.01
O 2.822137 -1.057994 3.239015 0.12 0.00 -0.04
N 1.871420 -0.531997 2.721004 -0.41 0.01 0.05
O 1.333001 0.520531 3.169226 0.26 -0.16 0.04
O 1.310787 -1.024127 1.673718 0.14 0.07 0.03
N -0.788273 -0.302831 -0.279892 -0.03 -0.25 -0.09
C -0.439563 -0.921654 -1.192337 0.04 0.03 -0.27
N -0.041492 -1.618253 -2.228311 -0.03 -0.05 0.17
C 0.516438 -2.971586 -2.024979 -0.02 0.06 -0.01
C 1.264750 -3.390305 -3.284931 0.04 0.09 -0.03
C 2.107734 -2.226611 -3.807375 -0.06 -0.03 0.03
C 1.222364 -1.043362 -4.251443 0.00 -0.04 0.05
C -0.159124 -1.106337 -3.597986 0.09 0.02 0.03
H -0.282591 -3.675451 -1.782480 -0.03 0.00 -0.01
H 1.201115 -2.929217 -1.176627 0.00 0.02 0.01
H 0.562749 -3.721641 -4.054002 0.00 -0.02 0.01
H 1.893833 -4.245369 -3.038972 -0.01 -0.02 -0.02
H 2.736344 -2.557179 -4.633405 0.02 0.01 0.01
H 2.781039 -1.905686 -3.008426 -0.01 0.01 -0.01
H 1.088230 -1.044197 -5.334709 0.01 0.00 0.00
H 1.704185 -0.101354 -3.986807 0.01 0.00 -0.03
H -0.827291 -1.764188 -4.156498 -0.03 -0.01 0.00
H -0.624527 -0.124560 -3.560500 -0.04 0.01 0.04
```
Forces are in eV/Å.

The LUMO energy is 0.143 eV. Its HOMO energy is -0.330 hartree. The total energy comes out at -3180.7829 Ha. As for the net charge: 0. Its multiplicity is 1. Its orbital gap is 9.13 eV.

- What is the formula in the third record?
  C18H18N6O5Zn

- The lowest total energy belongs to which entry?
  CBr3NO